Record 1
DFT (ωB97M-V/def2-TZVPD) results for a 2-piece molecular cluster, C2H4N overall at a distorted geometry.

Computed properties:
energy relative to the best compared isomer or geometry (same formula, charge and spin)	2.7100	eV
strongest force on any atom	0.115	hartree/bohr
HOMO level	-18.438	eV

ORCA input file:
```
! wB97M-V def2-TZVPD RIJCOSX def2/J DEFGRID3
* xyz 1 1
N -0.3618 0.0883 0.0363
C -1.4711 -0.0240 0.2203
C 1.0292 0.0929 -0.1060
H 1.4485 -0.6026 -0.8487
H 1.1145 -0.2587 0.8896
H -3.1261 -0.4389 0.0507
H 1.3668 1.1430 -0.2421
*
```



Record 2
DFT (ωB97M-V/def2-TZVPD) results for a 2-piece molecular cluster, C2H4N2 overall at a distorted geometry.

Computed properties:
energy relative to the best compared isomer or geometry (same formula, charge and spin)	3.3613	eV
strongest force on any atom	0.080	hartree/bohr
HOMO level	-8.186	eV

ORCA input file:
```
! wB97M-V def2-TZVPD RIJCOSX def2/J DEFGRID3
* xyz 0 1
N -1.3189 -1.2501 -0.3271
N -1.9422 -2.1739 -0.2148
C 0.8320 0.4555 0.3504
C -0.5417 0.6570 -0.1206
H 0.8796 -0.1421 1.2594
H 1.1074 1.4810 0.6264
H 1.5681 0.0985 -0.3775
H -0.5843 0.8740 -1.1962
*
```



Record 3
DFT (ωB97M-V/def2-TZVPD) results for C2H4N2 as an isolated structure at a distorted geometry.

Computed properties:
energy relative to the best compared isomer or geometry (same formula, charge and spin)	3.1923	eV
strongest force on any atom	0.109	hartree/bohr
HOMO level	-8.606	eV

ORCA input file:
```
! wB97M-V def2-TZVPD RIJCOSX def2/J DEFGRID3
* xyz 0 1
N 0.7007 0.0060 0.2238
N 3.1127 -0.0158 -0.1170
C -1.1345 -0.1782 -0.1072
C 1.9117 -0.0597 0.1252
H -1.2379 0.7886 -0.4933
H -1.7007 -0.4753 0.8246
H 3.7698 0.2155 0.5033
H -0.9991 -0.9317 -0.7557
*
```



Record 4
DFT (ωB97M-V/def2-TZVPD) results for one molecule with the formula C2H4N2 at a distorted geometry.

Computed properties:
energy relative to the best compared isomer or geometry (same formula, charge and spin)	3.7309	eV
strongest force on any atom	0.119	hartree/bohr
HOMO level	-8.213	eV

ORCA input file:
```
! wB97M-V def2-TZVPD RIJCOSX def2/J DEFGRID3
* xyz 0 1
N 1.7369 -0.1380 -0.1750
N 2.7400 0.2293 0.2246
C -0.9627 0.2644 0.2490
C -0.0025 -0.1627 -0.7560
H -0.8754 1.3772 0.4438
H 0.1751 -1.2236 -0.7197
H -1.0133 -0.3799 1.1649
H -1.7981 0.0332 -0.4316
*
```



Record 5
DFT (ωB97M-V/def2-TZVPD) results for one molecule with the formula C2H4N2 at a distorted geometry.

Computed properties:
energy relative to the best compared isomer or geometry (same formula, charge and spin)	2.6469	eV
SMILES	CC1N=N1
strongest force on any atom	0.084	hartree/bohr
HOMO level	-9.977	eV

ORCA input file:
```
! wB97M-V def2-TZVPD RIJCOSX def2/J DEFGRID3
* xyz 0 1
N 2.2498 -0.6212 -0.1796
N 2.2876 0.5848 -0.1382
C 1.1503 0.0582 0.5212
C -0.0961 -0.0253 -0.3302
H -0.5769 -0.9941 -0.2283
H 1.0083 0.1132 1.6569
H -0.9654 0.6922 -0.1526
H 0.1281 0.2358 -1.2770
*
```



Record 6
DFT (ωB97M-V/def2-TZVPD) results for a 2-piece molecular cluster, C2H4N2 overall at a distorted geometry.

Computed properties:
energy relative to the best compared isomer or geometry (same formula, charge and spin)	2.8749	eV
strongest force on any atom	0.109	hartree/bohr
HOMO level	-9.125	eV

ORCA input file:
```
! wB97M-V def2-TZVPD RIJCOSX def2/J DEFGRID3
* xyz 0 1
N 2.7496 -0.6369 0.1737
N -0.8424 -0.5071 0.3478
C 1.9255 0.1360 0.3678
C -1.1316 -0.9874 -0.7690
H -0.3724 -1.1581 -1.6828
H 0.1347 -0.2366 0.6080
H 3.2504 -1.5543 -0.1401
H -2.2004 -1.3503 -0.9737
*
```



Record 7
DFT (ωB97M-V/def2-TZVPD) results for one molecule with the formula C2H4N2 at a distorted geometry.

Computed properties:
⟨S²⟩	2.0085
energy relative to the best compared isomer or geometry (same formula, charge and spin)	6.3826	eV
strongest force on any atom	0.150	hartree/bohr
HOMO level (spin up / spin down)	-3.322 / -10.238	eV

ORCA input file:
```
! wB97M-V def2-TZVPD RIJCOSX def2/J DEFGRID3
* xyz 0 3
N -0.2872 0.7255 0.5990
N -0.6453 -0.5454 1.0422
C 0.6465 -0.2725 0.4757
C 0.1117 0.4481 -0.7638
H 1.6130 -0.6914 0.8381
H -1.4570 -0.8146 0.3785
H 0.5899 1.2920 -1.2690
H -0.5717 -0.1417 -1.3007
*
```



Record 8
DFT (ωB97M-V/def2-TZVPD) results for one molecule with the formula C2H4N2O at a distorted geometry.

Computed properties:
energy relative to the best compared isomer or geometry (same formula, charge and spin)	1.9583	eV
SMILES	[H]/N=C/NC=O
strongest force on any atom	0.113	hartree/bohr
HOMO level	-9.533	eV

ORCA input file:
```
! wB97M-V def2-TZVPD RIJCOSX def2/J DEFGRID3
* xyz 0 1
O -1.3111 -1.0258 0.0480
N 1.4343 -0.8033 0.0526
N -0.1024 1.0143 0.3107
C -1.2231 0.2302 -0.1600
C 1.0881 0.3805 -0.1362
H -0.2499 2.0911 -0.2083
H -2.0861 0.8754 -0.4374
H 2.4431 -1.0349 -0.1876
H 1.8685 1.1327 -0.3170
*
```